1.
ORCA calculation (ωB97M-V with the def2-TZVPD basis set) on a molecular structure, C5H12NO in a non-equilibrium geometry.

Structure (XYZ):
```
19
Properties=species:S:1:pos:R:3:lowdin_charge:R:1
O -0.655 1.021 1.482 0.27
C -0.949 -0.058 1.133 -0.13
C -0.625 -0.684 -0.353 -0.23
C 0.353 0.199 -1.160 -0.10
C 1.653 0.406 -0.365 -0.25
C 2.536 -0.779 0.035 -0.09
N -1.907 -0.264 -0.444 0.24
H -1.396 -0.852 1.747 0.18
H -0.304 -1.734 -0.299 0.18
H -0.176 1.127 -1.356 0.13
H 0.523 -0.381 -2.092 0.16
H 2.358 1.011 -0.966 0.13
H 1.403 1.049 0.477 0.10
H 2.082 -1.537 0.700 0.07
H 3.314 -0.330 0.655 0.09
H 2.939 -1.314 -0.816 0.08
H -2.612 -0.989 -0.242 0.13
H -3.704 1.417 -0.729 0.02
H -4.303 1.013 -0.837 0.03
```

The HOMO energy is -15.70 eV. The calculation puts the relative energy (zero: lowest compared OMol25 entry of this formula, charge and spin) at 571.16 kJ/mol. The value obtained for the HOMO-LUMO gap is 0.2703 Eh. The calculation puts the total energy at -8904.7095 eV. The total charge is +1.


2.
ORCA calculation (ωB97M-V with the def2-TZVPD basis set) on a gas-phase ion, C5H12NO (charge +1) in a non-equilibrium geometry.

Structure (XYZ):
```
19
Properties=species:S:1:pos:R:3:lowdin_charge:R:1
C 0.707 1.887 0.254 -0.06
C 0.692 0.316 0.539 -0.34
C -0.396 0.002 1.680 -0.04
C 0.275 -0.521 -0.675 -0.23
N -1.112 -0.262 -1.354 0.22
C 0.364 -2.058 -0.516 -0.16
O -0.571 -2.776 -0.763 0.10
H 0.660 2.584 1.121 0.08
H -0.324 2.250 -0.235 0.11
H 1.556 2.225 -0.377 0.08
H 1.691 0.027 0.752 0.13
H -0.263 -1.013 2.027 0.07
H -1.415 0.345 1.433 0.08
H -0.032 0.664 2.532 0.11
H 0.980 -0.206 -1.527 0.18
H -1.354 -1.286 -1.549 0.15
H -1.836 0.154 -0.745 0.17
H -1.020 -0.012 -2.349 0.18
H 1.401 -2.319 -0.247 0.16
```

The HOMO energy is -15.28 eV. The calculation puts the relative energy (zero: lowest compared OMol25 entry of this formula, charge and spin) at 138.44 kJ/mol. The value obtained for the HOMO-LUMO gap is 0.4212 Eh. The calculation puts the total energy at -8909.1943 eV. As for the SMILES: CC(C)[C@H]([NH3+])C=O. The total charge is +1.


3.
ORCA calculation (ωB97M-V with the def2-TZVPD basis set) on 2 unconnected molecules or ions with the total composition C5H12NO in a non-equilibrium geometry.

Structure (XYZ):
```
19
Properties=species:S:1:pos:R:3:lowdin_charge:R:1
C 1.463 -0.232 -1.166 -0.24
O 1.769 -0.533 0.213 -0.10
C 0.328 -1.102 -1.626 -0.15
C -0.843 -0.621 -2.041 0.01
H 2.362 -0.393 -1.766 0.13
H 1.228 0.818 -1.349 0.11
H 2.023 -1.454 0.185 0.10
H 0.522 -2.168 -1.709 0.11
H -1.679 -1.256 -2.302 0.07
H -0.965 0.442 -2.224 0.07
C -2.079 1.041 1.074 0.01
C 0.316 0.858 1.547 0.14
N -0.888 0.481 1.732 0.02
H -2.906 0.955 1.772 0.11
H -2.286 0.494 0.158 0.08
H -1.930 2.095 0.863 0.11
H 0.640 1.573 0.806 0.13
H 1.041 0.486 2.257 0.13
H -1.051 -0.300 2.359 0.18
```

The HOMO energy is -13.67 eV. The calculation puts the relative energy (zero: lowest compared OMol25 entry of this formula, charge and spin) at 178.17 kJ/mol. The value obtained for the HOMO-LUMO gap is 0.3425 Eh. The calculation puts the total energy at -8908.7826 eV. The total charge is +1.


4.
ORCA calculation (ωB97M-V with the def2-TZVPD basis set) on 2 unconnected molecules or ions with the total composition C5H12NO in a non-equilibrium geometry.

Structure (XYZ):
```
19
Properties=species:S:1:pos:R:3:lowdin_charge:R:1
C 0.492 0.483 -0.981 0.13
C -1.801 -0.652 0.473 -0.10
C -4.180 -0.396 -0.033 0.05
C 2.267 1.470 0.269 -0.03
C 2.230 -0.933 0.085 0.04
N 1.521 0.353 -0.249 -0.23
O -3.036 -0.149 0.499 -0.16
H 0.023 -0.352 -1.451 0.10
H 0.017 1.459 -1.047 0.12
H -1.765 -1.709 0.195 0.06
H -1.334 -0.483 1.435 0.06
H -4.788 0.492 0.174 0.10
H -4.307 -1.306 -0.720 0.13
H 1.695 2.499 0.212 0.15
H 2.531 1.343 1.371 0.13
H 3.209 1.446 -0.303 0.12
H 2.734 -1.038 -0.897 0.12
H 2.884 -0.680 0.877 0.08
H 1.610 -1.848 0.092 0.12
```

The HOMO energy (alpha / beta) is -11.13 / -11.34 eV. The calculation puts the relative energy (zero: lowest compared OMol25 entry of this formula, charge and spin) at 523.10 kJ/mol. The value obtained for the HOMO-LUMO gap (alpha / beta) is 0.2499 / 0.2641 Eh. The calculation puts the total energy at -8905.2076 eV. The total charge is +1.


5.
ORCA calculation (ωB97M-V with the def2-TZVPD basis set) on a gas-phase ion, C5H12NO (charge +1) in a non-equilibrium geometry.

Structure (XYZ):
```
19
Properties=species:S:1:pos:R:3:lowdin_charge:R:1
C -2.483 -1.076 -0.647 0.23
N -1.167 -1.043 -0.394 0.06
C -0.724 -0.820 0.962 -0.20
C 0.543 0.086 1.119 -0.19
C 0.405 1.286 0.153 -0.17
C 1.660 1.212 -0.845 -0.20
O 1.745 -0.145 -1.200 -0.10
H -2.853 -1.354 -1.690 0.15
H -3.269 -1.024 0.031 0.10
H -0.453 -1.271 -1.106 0.18
H -0.577 -1.829 1.548 0.17
H -1.458 -0.233 1.586 0.14
H 1.467 -0.611 0.946 0.14
H 0.645 0.426 2.222 0.14
H -0.647 1.281 -0.151 0.09
H 0.564 2.355 0.529 0.14
H 2.559 1.501 -0.231 0.15
H 1.454 1.789 -1.694 0.10
H 2.588 -0.530 -1.137 0.08
```

The HOMO energy is -13.94 eV. The calculation puts the relative energy (zero: lowest compared OMol25 entry of this formula, charge and spin) at 234.29 kJ/mol. The value obtained for the HOMO-LUMO gap is 0.3092 Eh. The calculation puts the total energy at -8908.2009 eV. As for the SMILES: C=[NH+]CCCCO. The total charge is +1.


6.
ORCA calculation (ωB97M-V with the def2-TZVPD basis set) on a gas-phase ion, C5H12NO (charge +1) in a non-equilibrium geometry.

Structure (XYZ):
```
19
Properties=species:S:1:pos:R:3:lowdin_charge:R:1
C 1.456 1.445 -0.264 -0.02
C 1.083 0.029 0.252 -0.19
N -0.372 -0.332 0.085 -0.31
C -0.624 -1.624 0.758 0.02
C -0.623 -0.423 -1.372 0.00
C -1.268 0.850 0.724 -0.12
O -1.963 1.523 0.033 0.16
H 1.475 1.500 -1.286 0.06
H 0.793 2.069 0.328 0.08
H 2.428 1.605 0.124 0.09
H 1.245 0.115 1.355 0.15
H 1.784 -0.679 -0.128 0.13
H -1.306 -1.560 1.642 0.12
H -1.232 -2.144 -0.063 0.13
H 0.353 -1.950 1.094 0.10
H 0.459 -0.325 -1.879 0.16
H -1.163 -1.369 -1.607 0.10
H -1.382 0.394 -1.684 0.13
H -1.142 0.877 1.888 0.20
```

The HOMO energy is -16.18 eV. The calculation puts the relative energy (zero: lowest compared OMol25 entry of this formula, charge and spin) at 223.61 kJ/mol. The value obtained for the HOMO-LUMO gap is 0.4392 Eh. The calculation puts the total energy at -8908.3116 eV. As for the SMILES: CC[N+](C)(C)C=O. The total charge is +1.


7.
ORCA calculation (ωB97M-V with the def2-TZVPD basis set) on a gas-phase ion, C5H12NO (charge +1) in a non-equilibrium geometry.

Structure (XYZ):
```
19
Properties=species:S:1:pos:R:3:lowdin_charge:R:1
N 0.374 -1.772 0.710 0.20
C 0.962 -1.677 -0.650 -0.10
C 1.063 -0.583 -1.383 -0.04
C 0.869 0.826 -0.770 -0.15
C -0.569 1.326 -0.680 -0.20
C -1.099 1.578 0.708 -0.19
O -1.248 0.257 1.353 -0.11
H -0.223 -0.911 0.878 0.09
H -0.258 -2.565 0.728 0.17
H 1.168 -1.570 1.315 0.18
H 1.411 -2.658 -0.919 0.14
H 1.846 -0.710 -2.141 0.13
H 1.208 0.830 0.268 0.11
H 1.474 1.488 -1.380 0.12
H -0.564 2.310 -1.156 0.12
H -1.399 0.729 -1.183 0.15
H -0.387 2.125 1.321 0.13
H -2.077 2.032 0.528 0.13
H -1.927 0.412 2.018 0.11
```

The HOMO energy is -14.59 eV. The calculation puts the relative energy (zero: lowest compared OMol25 entry of this formula, charge and spin) at 140.46 kJ/mol. The value obtained for the HOMO-LUMO gap is 0.4183 Eh. The calculation puts the total energy at -8909.1733 eV. As for the SMILES: [NH3+]/C=C\CCCO. The total charge is +1.


8.
ORCA calculation (ωB97M-V with the def2-TZVPD basis set) on a gas-phase ion, C5H12NO (charge +1) in a non-equilibrium geometry.

Structure (XYZ):
```
19
Properties=species:S:1:pos:R:3:lowdin_charge:R:1
C 2.367 0.112 0.456 0.00
C 1.260 0.166 -0.553 -0.15
O 0.548 1.390 -0.465 -0.03
C -0.737 0.673 -0.420 -0.36
C -1.595 1.506 0.496 -0.04
N -0.270 -0.637 0.037 -0.01
C -0.798 -1.885 -0.427 -0.05
H 2.964 -0.772 0.223 0.09
H 1.889 0.189 1.496 0.12
H 3.045 1.035 0.286 0.15
H 1.447 -0.208 -1.568 0.17
H -1.321 0.750 -1.382 0.19
H -1.181 1.682 1.521 0.09
H -2.558 0.936 0.798 0.12
H -1.900 2.598 0.110 0.15
H -0.110 -0.518 1.073 0.19
H -0.266 -2.890 -0.234 0.13
H -1.727 -2.118 0.111 0.10
H -1.058 -2.010 -1.559 0.14
```

The HOMO energy is -15.25 eV. The calculation puts the relative energy (zero: lowest compared OMol25 entry of this formula, charge and spin) at 268.43 kJ/mol. The value obtained for the HOMO-LUMO gap is 0.4296 Eh. The calculation puts the total energy at -8907.8470 eV. As for the SMILES: C[C@@H]1O[C@H](C)[N@H+]1C. The total charge is +1.


9.
ORCA calculation (ωB97M-V with the def2-TZVPD basis set) on a gas-phase ion, C5H12NO (charge +1) in a non-equilibrium geometry.

Structure (XYZ):
```
19
Properties=species:S:1:pos:R:3:lowdin_charge:R:1
C -1.501 1.009 -0.071 -0.07
C -0.265 0.576 -0.870 -0.37
C 0.537 1.652 -1.538 -0.06
C 0.696 -0.419 -0.063 -0.17
N 0.362 -1.886 -0.499 0.23
C 0.665 -0.342 1.483 -0.18
O -0.382 -0.554 2.015 0.11
H -2.101 1.462 -0.875 0.10
H -1.421 1.725 0.744 0.10
H -2.181 0.205 0.214 0.09
H -0.776 -0.142 -1.557 0.13
H 0.961 1.343 -2.500 0.09
H 1.284 2.140 -0.878 0.10
H -0.040 2.566 -1.765 0.10
H 1.680 -0.154 -0.470 0.14
H 0.139 -1.922 -1.493 0.17
H 1.144 -2.442 -0.151 0.17
H -0.451 -2.321 -0.049 0.18
H 1.558 0.151 1.878 0.14
```

The HOMO energy is -14.68 eV. The calculation puts the relative energy (zero: lowest compared OMol25 entry of this formula, charge and spin) at 145.62 kJ/mol. The value obtained for the HOMO-LUMO gap is 0.3866 Eh. The calculation puts the total energy at -8909.1199 eV. As for the SMILES: CC(C)[C@H]([NH3+])C=O. The total charge is +1.


10.
ORCA calculation (ωB97M-V with the def2-TZVPD basis set) on a gas-phase ion, C5H12NO (charge +1) in a non-equilibrium geometry.

Structure (XYZ):
```
19
Properties=species:S:1:pos:R:3:lowdin_charge:R:1
C 1.638 0.549 -0.097 0.03
N 0.573 0.070 -0.940 0.11
C -0.417 -0.808 -0.196 -0.47
C 0.305 -2.006 0.388 0.05
O -1.591 -0.929 -0.825 0.13
C -1.508 -0.094 0.284 -0.24
C -1.820 1.368 -0.061 0.05
H 1.248 1.186 0.587 0.08
H 2.250 -0.337 0.391 0.17
H 2.261 1.098 -0.722 0.10
H 0.988 -0.488 -1.652 0.18
H 0.150 0.794 -1.419 0.14
H 0.834 -2.483 -0.286 0.04
H -0.447 -2.750 0.852 0.16
H 1.061 -1.930 1.115 0.07
H -2.017 -0.485 1.184 0.18
H -1.767 1.348 -1.091 0.07
H -1.081 1.903 0.439 0.07
H -2.802 1.441 0.263 0.08
```

The HOMO energy is -15.40 eV. The calculation puts the relative energy (zero: lowest compared OMol25 entry of this formula, charge and spin) at 255.34 kJ/mol. The value obtained for the HOMO-LUMO gap is 0.4483 Eh. The calculation puts the total energy at -8907.9827 eV. As for the SMILES: C[NH2+][C@]1(C)O[C@@H]1C. The total charge is +1.


11.
ORCA calculation (ωB97M-V with the def2-TZVPD basis set) on 2 unconnected molecules or ions with the total composition C5H12NO in a non-equilibrium geometry.

Structure (XYZ):
```
19
Properties=species:S:1:pos:R:3:lowdin_charge:R:1
C 0.487 -0.053 0.052 -0.19
O 0.150 -0.835 1.190 -0.02
C 0.430 1.387 0.184 0.19
C 0.683 2.281 -0.973 -0.12
C -0.337 2.066 -2.103 -0.14
C -1.641 1.829 -1.972 0.05
N 0.186 -4.432 2.641 0.02
H -0.262 -0.340 -0.715 0.17
H 1.436 -0.515 -0.247 0.19
H -0.547 -0.376 1.697 0.11
H 0.358 1.898 1.143 0.16
H 0.837 3.289 -0.598 0.13
H 1.646 1.899 -1.359 0.16
H 0.099 2.042 -3.095 0.11
H -2.069 1.442 -1.052 0.08
H -2.254 2.012 -2.845 0.08
H 0.643 -3.953 3.394 0.00
H -0.655 -4.938 2.748 -0.01
H 0.811 -4.703 1.910 0.00
```

The HOMO energy is -11.53 eV. The calculation puts the relative energy (zero: lowest compared OMol25 entry of this formula, charge and spin) at 438.62 kJ/mol. The value obtained for the HOMO-LUMO gap is 0.1515 Eh. The calculation puts the total energy at -8906.0832 eV. The total charge is +1.


12.
ORCA calculation (ωB97M-V with the def2-TZVPD basis set) on 2 unconnected molecules or ions with the total composition C5H12NO in a non-equilibrium geometry.

Structure (XYZ):
```
19
Properties=species:S:1:pos:R:3:lowdin_charge:R:1
C 0.422 -1.104 -1.182 -0.09
C -0.814 -0.836 -0.342 -0.18
C -0.382 -0.637 1.101 -0.28
C -0.372 -1.595 2.036 0.15
C 0.344 1.728 0.977 0.19
N 0.383 0.536 1.450 0.08
H 0.845 -2.091 -0.950 0.09
H 0.347 -1.177 -2.266 0.08
H 1.180 -0.348 -0.972 0.07
H -1.340 0.038 -0.738 0.11
H -1.579 -1.583 -0.143 0.12
H -0.803 -2.553 1.781 0.10
H -0.035 -1.365 3.039 0.09
H 1.197 2.400 1.040 0.13
H -0.510 2.203 0.498 0.12
H 0.864 0.466 2.346 0.18
H -0.077 1.303 -2.920 0.05
H 0.347 2.707 -2.578 0.06
O -0.017 1.910 -2.177 -0.05
```

The HOMO energy is -14.31 eV. The calculation puts the relative energy (zero: lowest compared OMol25 entry of this formula, charge and spin) at 193.09 kJ/mol. The value obtained for the HOMO-LUMO gap is 0.3228 Eh. The calculation puts the total energy at -8908.6279 eV. The total charge is +1.